{"formula": "CHBrF2O", "method": "ωB97M-V/def2-TZVPD", "homo_lumo_gap_ev": 11.76, "largest_force_ha_per_bohr": 0.0639, "de_lowest_kj_mol": 24.0, "spin_multiplicity": 1, "homo_ev": -11.81, "energy_ha": -2887.68888, "species": ["O", "C", "F", "Br", "F", "H"], "coordinates": [[-0.410856, 0.535203, 0.467482], [0.768440, 0.716560, 0.291685], [1.441001, 1.866937, 0.356204], [1.851801, -0.754220, -0.324443], [-2.174204, -1.341758, -0.611394], [-1.476185, -1.022723, -0.179535]], "atomic_forces_ev_per_a": [[2.73, 1.30, 0.06], [-1.82, -1.09, -0.59], [-0.84, -1.04, 0.19], [-0.02, 0.79, 0.34], [-2.54, -1.32, -1.61], [2.48, 1.35, 1.61]]}